# 1
This record from OMol25 describes a single C3H3ClIN molecule. The level of theory is ωB97M-V/def2-TZVPD.

Summary:
HOMO-LUMO gap   9.979 eV
Max |F|   3.70 eV Å⁻¹
ΔE to the lowest compared entry with this formula, charge and spin   0.3947 eV
Total charge   0
Molecular weight   215.421 g/mol
LUMO level   -0.022 eV
Structure (SMILES)   N#C[C@@H](Cl)CI

Atoms and positions in Å:
N: -0.23 -3.09 0.28
C: -0.30 -1.99 0.04
C: -0.62 -0.63 -0.41
Cl: -2.30 -0.25 -0.27
C: 0.42 0.48 0.16
I: 2.37 -0.45 -0.03
H: -0.43 -0.76 -1.45
H: 0.41 1.45 -0.25
H: 0.23 0.61 1.30

---

# 2
This record from OMol25 describes a single C4H6 molecule. The level of theory is ωB97M-V/def2-TZVPD.

Summary:
HOMO-LUMO gap   9.961 eV
Max |F|   4.53 eV Å⁻¹
ΔE to the lowest compared entry with this formula, charge and spin   1.0997 eV
Total charge   0
Molecular weight   54.092 g/mol
LUMO level   0.834 eV
Structure (SMILES)   C=CC=C

Atoms and positions in Å:
C: -1.89 -0.18 0.18
C: -0.76 0.44 -0.21
C: 0.66 -0.17 -0.35
C: 1.92 0.11 0.21
H: -2.81 0.26 -0.05
H: -1.87 -1.01 0.86
H: -0.78 1.52 -0.50
H: 0.66 -1.10 -0.94
H: 2.28 0.80 0.93
H: 2.59 -0.66 -0.13

---

# 3
This record from OMol25 describes a single C6H7NO4S molecule. The level of theory is ωB97M-V/def2-TZVPD.

Summary:
HOMO-LUMO gap   10.369 eV
Max |F|   3.20 eV Å⁻¹
ΔE to the lowest compared entry with this formula, charge and spin   0.0000 eV
Total charge   0
Molecular weight   189.192 g/mol
LUMO level   0.596 eV
Structure (SMILES)   COS(=O)(=O)Oc1ccccn1

Atoms and positions in Å:
C: 2.44 -1.16 -0.87
O: 2.31 -0.28 0.24
S: 2.04 1.23 0.10
O: 1.76 1.65 1.40
O: 3.11 1.83 -0.57
O: 0.75 1.38 -0.80
C: -0.54 1.12 -0.55
C: -0.84 0.10 0.38
C: -2.14 -0.09 0.74
C: -3.06 0.83 0.23
C: -2.72 1.65 -0.82
N: -1.41 1.72 -1.24
H: 3.18 -1.89 -0.61
H: 2.82 -0.64 -1.74
H: 1.45 -1.59 -1.28
H: -0.05 -0.65 0.55
H: -2.51 -0.97 1.22
H: -3.99 0.88 0.72
H: -3.46 2.26 -1.31

---

# 4
This record from OMol25 describes a single C22H23N5O3S molecule. The level of theory is ωB97M-V/def2-TZVPD.

Summary:
HOMO-LUMO gap   8.133 eV
Max |F|   1.56 eV Å⁻¹
ΔE to the lowest compared entry with this formula, charge and spin   2.8451 eV
Total charge   0
Molecular weight   437.525 g/mol
LUMO level   0.565 eV
Structure (SMILES)   O=C(NCc1nnc(SCC(=O)N2CCN(c3ccccc3)CC2)o1)c1ccccc1

Atoms and positions in Å:
O: 3.63 -3.24 3.50
C: 3.57 -3.43 2.30
N: 3.20 -2.44 1.43
C: 2.76 -1.16 1.92
C: 1.31 -0.95 1.67
N: 0.72 0.16 1.35
N: -0.60 -0.11 1.22
C: -0.73 -1.38 1.46
S: -2.19 -2.29 1.38
C: -3.19 -0.95 0.65
C: -2.49 -0.51 -0.64
O: -1.83 -1.30 -1.29
N: -2.69 0.76 -1.04
C: -3.34 1.82 -0.31
C: -2.28 2.74 0.32
N: -1.44 3.30 -0.73
C: -1.83 4.48 -1.36
C: -2.29 5.56 -0.60
C: -2.63 6.76 -1.19
C: -2.50 6.94 -2.55
C: -2.02 5.89 -3.32
C: -1.69 4.68 -2.74
C: -0.81 2.24 -1.47
C: -1.84 1.29 -2.10
O: 0.44 -1.98 1.75
C: 3.90 -4.73 1.67
C: 3.66 -5.89 2.41
C: 3.95 -7.13 1.88
C: 4.49 -7.23 0.60
C: 4.74 -6.09 -0.13
C: 4.45 -4.84 0.39
H: 3.03 -2.67 0.47
H: 3.32 -0.34 1.46
H: 2.95 -1.17 3.00
H: -3.26 -0.17 1.39
H: -4.17 -1.38 0.43
H: -4.02 1.43 0.44
H: -3.93 2.41 -1.03
H: -2.76 3.53 0.89
H: -1.64 2.15 0.98
H: -2.37 5.47 0.48
H: -2.98 7.57 -0.57
H: -2.76 7.88 -3.01
H: -1.92 6.00 -4.39
H: -1.34 3.88 -3.38
H: -0.14 2.65 -2.22
H: -0.21 1.66 -0.75
H: -1.35 0.45 -2.59
H: -2.47 1.82 -2.82
H: 3.25 -5.79 3.40
H: 3.76 -8.02 2.46
H: 4.72 -8.20 0.19
H: 5.17 -6.16 -1.12
H: 4.68 -3.95 -0.18

---

# 5
This record from OMol25 describes 2 unconnected molecules or ions with the total composition H4O2. The level of theory is ωB97M-V/def2-TZVPD.

Summary:
HOMO-LUMO gap (alpha / beta)   13.785 / 5.729 eV
Multiplicity   2
Max |F|   3.74 eV Å⁻¹
ΔE to the lowest compared entry with this formula, charge and spin   0.7051 eV
Total charge   +1
Molecular weight   36.030 g/mol
LUMO level (alpha / beta)   -4.582 / -12.196 eV

Atoms and positions in Å:
O: -0.23 0.61 -1.54
H: 0.56 0.23 -1.92
H: -0.24 0.31 -0.64
O: -0.07 -0.38 0.98
H: -0.72 -0.12 1.63
H: 0.70 -0.65 1.49